[1]
An isolated ion of composition C5H9N4S3 and charge +1 at a distorted geometry. Source: OMol25; level of theory: ωB97M-V/def2-TZVPD.

CARTESIAN COORDINATES (ANGSTROEM)
C -0.93377 -1.25849 0.60026
C 1.53637 0.71492 0.20895
C 0.38147 1.37424 0.20623
C 4.21910 0.54509 -0.69362
C -3.39057 1.27293 -0.58053
N -1.40317 -0.05344 0.66233
N -0.86386 1.08168 0.25882
N 0.33339 -1.73169 0.16176
N -1.76545 -2.23569 0.94706
S 1.35573 -0.79406 -0.82688
S 3.10205 1.39317 0.62409
S -2.04446 2.33133 -0.16368
H 3.90111 0.41063 -1.74006
H 4.69516 -0.40130 -0.16324
H 5.01919 1.31220 -0.69806
H -2.84322 0.54039 -1.22241
H -3.95622 2.00129 -1.20001
H -3.85569 0.87635 0.40911
H 0.79258 -2.15525 0.95559
H -2.83914 -2.14369 1.06272
H -1.44062 -3.08060 1.19158

Output
**Charge**: +1
**Highest occupied orbital energy (spin up / spin down)**: -12.55 / -12.55 eV
**LUMO (spin up / spin down)**: -0.194 / -0.194 Eh
**Molecular weight**: 221.356 g/mol
**Gap between HOMO and LUMO (spin up / spin down)**: 7.264 / 7.265 eV
**SMILES**: CSC1=C=[N+](SC)N=C(N)NS1

***

[2]
An isolated ion of composition C5H9N5O2 and charge +2 at a distorted geometry. Source: OMol25; level of theory: ωB97M-V/def2-TZVPD.

CARTESIAN COORDINATES (ANGSTROEM)
C -2.83940 -0.57969 0.41409
C -1.64041 1.09717 -0.72293
C 0.26809 -0.34041 0.89384
C 2.50213 0.05790 0.02028
C -0.49876 -0.82399 -0.31185
N -2.73350 0.74950 -0.00581
N 1.59225 0.16463 0.96814
N -1.76474 -1.28225 0.17703
N -1.00256 1.80378 -1.41931
N 3.73408 0.47847 0.14482
O -0.38861 -0.00298 1.85166
O 0.16006 -1.53098 -1.24398
H -3.69631 -1.00318 0.76710
H 2.09464 -0.17211 -1.03949
H -3.35209 1.49706 0.25288
H 1.84482 0.27976 1.94068
H -1.60553 -2.24911 0.43304
H -0.87295 2.74405 -1.85354
H 4.38444 0.78634 -0.61645
H 4.09549 0.57553 1.09740
H -0.28112 -2.24951 -1.74758

Output
**Charge**: +2
**Highest occupied orbital energy**: -15.66 eV
**LUMO**: -0.297 Eh
**Molecular weight**: 171.160 g/mol
**Gap between HOMO and LUMO**: 7.593 eV
**SMILES**: [NH+]#CN/C=[NH+]\C(O)=C(/[O-])NC=[NH2+]

***

[3]
A 2-piece molecular cluster, C5H9N5O8PS overall at a distorted geometry. Source: OMol25; level of theory: ωB97M-V/def2-TZVPD.

CARTESIAN COORDINATES (ANGSTROEM)
C -2.56045 -3.40348 -1.94955
C -1.68025 -3.44898 -0.80999
N -1.71810 -2.25183 0.05169
C -0.63268 -1.55834 0.44581
N 0.61327 -2.11188 -0.02366
C 1.53451 -1.17711 0.51874
N 0.84055 -0.14273 1.24793
C 1.60071 0.95854 1.86298
O 1.92657 1.99548 0.89370
N 1.14438 1.83662 -0.25723
O 0.31654 2.68973 -0.17435
N -0.51128 -0.36746 1.24584
P -1.81847 0.55467 2.01650
O -2.95633 -0.67064 2.46713
O -1.32417 1.20983 3.50628
H -3.47147 -4.05796 -2.05942
H -2.28491 -2.65768 -2.76934
H -1.04359 -4.35050 -0.57730
H -2.65704 -1.93426 0.30012
H 2.66394 -1.17405 0.41485
H 1.15497 1.37695 2.81231
H 2.61374 0.51484 2.15919
H -3.66648 -0.72286 1.80077
H -0.59814 0.68531 3.90329
O 1.27552 4.44663 -3.22581
S 2.50359 3.64400 -3.40766
O 2.88873 3.64258 -4.83285
O 2.24815 2.25287 -2.96191
O 3.59818 4.22173 -2.59802

Output
**Charge**: -1
**Highest occupied orbital energy**: -2.16 eV
**LUMO**: -0.004 Eh
**Molecular weight**: 330.195 g/mol
**Gap between HOMO and LUMO**: 2.063 eV

***

[4]
A 2-piece molecular cluster, C5H9N5S overall at a distorted geometry. Source: OMol25; level of theory: ωB97M-V/def2-TZVPD.

CARTESIAN COORDINATES (ANGSTROEM)
C 3.47599 0.90882 0.74297
C 1.75155 -0.86461 0.34323
C -3.12639 1.67857 -0.09666
C 2.08217 0.46789 0.86201
C -2.79415 0.30006 -0.62886
N 4.56630 1.20354 0.72004
N 1.81519 -1.99010 1.03792
N 1.65511 -2.97688 0.24469
N 1.32801 -1.13490 -0.84716
N 1.31336 -2.46550 -0.90526
S -0.99205 -0.15491 -0.11255
H -4.16801 2.09048 -0.33287
H -3.17851 1.68220 1.05233
H -2.17778 2.15462 -0.33530
H 2.00529 0.37318 2.06354
H 1.51650 1.24274 0.26300
H -2.92216 0.22708 -1.70784
H -3.21691 -0.62063 -0.25441
H 0.25641 0.70568 -0.40596
H 0.81009 -2.82733 -1.70287

Output
**Charge**: 0
**Highest occupied orbital energy**: -9.06 eV
**LUMO**: 0.019 Eh
**Molecular weight**: 171.229 g/mol
**Gap between HOMO and LUMO**: 9.571 eV
**SMILES**: N#CCc1nn[nH]n1.CCS

***

[5]
C5H9NO in the gas phase at a distorted geometry. Source: OMol25; level of theory: ωB97M-V/def2-TZVPD.

CARTESIAN COORDINATES (ANGSTROEM)
C 1.40229 -1.25743 0.02906
C 0.23460 -0.49529 0.62858
O 0.63631 0.44882 1.58937
C -0.67486 0.17748 -0.42721
C -1.34121 1.49870 -0.02069
C -0.14819 0.22208 -1.80093
N 0.20597 0.21485 -2.90343
H 1.05920 -1.91811 -0.77192
H 1.86065 -1.87701 0.80580
H 2.15122 -0.57594 -0.38696
H -0.43976 -1.24075 1.11291
H 1.04408 -0.05970 2.30142
H -1.43099 -0.60660 -0.42266
H -2.14045 1.74790 -0.72747
H -0.64547 2.34087 0.02003
H -1.77337 1.38012 0.97412

Output
**Charge**: 0
**Highest occupied orbital energy**: -10.69 eV
**LUMO**: 0.021 Eh
**Molecular weight**: 99.133 g/mol
**Gap between HOMO and LUMO**: 11.263 eV
**SMILES**: C[C@@H](O)[C@@H](C)C#N

***

[6]
A 2-piece molecular cluster, C5H9NO overall. Source: OMol25; level of theory: ωB97M-V/def2-TZVPD.

CARTESIAN COORDINATES (ANGSTROEM)
C -1.44948 -1.18404 -0.08396
C -0.51557 -0.04341 0.08815
C -0.77483 1.44778 0.06165
C 0.71326 1.63971 0.49393
C 0.78531 0.13774 0.39108
N 1.82557 -0.79846 0.53103
O 2.90091 -0.28609 0.78192
H -2.09264 -1.03275 -0.95818
H -2.10832 -1.23418 0.79237
H -0.92863 -2.13884 -0.17692
H 0.76508 -2.24731 -1.81792
H -0.99959 1.83630 -0.93827
H -1.53498 1.80766 0.76258
H 0.82906 2.02575 1.51097
H 1.34699 2.21366 -0.18630
H 1.23787 -2.14353 -1.25214

Output
**Charge**: 0
**Highest occupied orbital energy**: -8.90 eV
**LUMO**: -0.015 Eh
**Molecular weight**: 99.133 g/mol
**Gap between HOMO and LUMO**: 8.493 eV
**SMILES**: CC1=C(N=O)CC1.[H][H]

***

[7]
A 2-piece molecular cluster, C5H9NO overall at a distorted geometry. Source: OMol25; level of theory: ωB97M-V/def2-TZVPD.

CARTESIAN COORDINATES (ANGSTROEM)
C -1.38085 -0.22032 1.18388
C -1.35478 0.10918 -0.28421
N -1.06333 1.50391 -0.65243
C -0.11567 0.46304 -1.00227
C 1.83593 0.22730 -0.18456
C 2.02771 -1.09277 0.25650
O 1.32546 -2.06291 0.41796
H -0.66458 0.39913 1.73306
H -2.37607 -0.04119 1.60331
H -1.11482 -1.27134 1.32989
H -2.09660 -0.41886 -0.88995
H -1.59274 1.82335 -1.46535
H 0.01668 0.17231 -2.03477
H 0.90055 0.85173 0.06967
H 2.47567 0.60868 -0.97121
H 3.10895 -1.09641 0.54114

Output
**Charge**: 0
**Highest occupied orbital energy**: -8.78 eV
**LUMO**: 0.026 Eh
**Molecular weight**: 99.133 g/mol
**Gap between HOMO and LUMO**: 9.485 eV

***

[8]
C5H9NO as an isolated structure at a distorted geometry. Source: OMol25; level of theory: ωB97M-V/def2-TZVPD.

CARTESIAN COORDINATES (ANGSTROEM)
C -1.68412 -1.52035 -0.23588
C -0.25385 0.03070 -0.93739
C -0.64814 1.38939 -0.41564
C 0.83665 1.49055 0.06276
C 0.89492 -0.02955 -0.08441
N 1.56689 -0.99018 0.43261
O 2.66652 -0.48682 1.14765
H -2.53784 -0.93005 0.05410
H -1.14940 -1.86496 0.63352
H -2.01903 -2.38568 -0.80005
H -0.98556 -0.89677 -1.24470
H -1.01631 2.10090 -1.16312
H -1.32406 1.38107 0.44726
H 0.99311 1.83836 1.08796
H 1.49459 2.03430 -0.62021
H 3.03221 -1.29445 1.54165

Output
**Charge**: 0
**Highest occupied orbital energy (spin up / spin down)**: -7.79 / -7.79 eV
**LUMO (spin up / spin down)**: 0.005 / 0.005 Eh
**Molecular weight**: 99.133 g/mol
**Gap between HOMO and LUMO (spin up / spin down)**: 7.930 / 7.931 eV

***

[9]
C5H9NO in the gas phase. Source: OMol25; level of theory: ωB97M-V/def2-TZVPD.

CARTESIAN COORDINATES (ANGSTROEM)
C -2.05009 -0.44270 0.03361
C -1.15968 0.63414 0.61330
N -0.04282 0.24738 1.48001
C 0.24513 0.92823 0.22009
C 1.01043 0.21015 -0.85130
C 2.26750 -0.46185 -0.51134
O 1.07491 -1.20497 -0.75729
H -2.84849 -0.02352 -0.59060
H -2.52906 -0.95990 0.87545
H -1.49360 -1.18873 -0.54323
H -1.71623 1.49913 0.97381
H 0.10186 -0.74889 1.30118
H 0.59363 1.95301 0.36026
H 0.89358 0.59277 -1.86776
H 3.04910 -0.57418 -1.26200
H 2.60383 -0.46008 0.52581

Output
**Charge**: 0
**Highest occupied orbital energy**: -9.24 eV
**LUMO**: 0.042 Eh
**Molecular weight**: 99.133 g/mol
**Gap between HOMO and LUMO**: 10.392 eV
**SMILES**: C[C@H]1N[C@H]1[C@H]1CO1

***

[10]
C5H9NO in the gas phase. Source: OMol25; level of theory: ωB97M-V/def2-TZVPD.

CARTESIAN COORDINATES (ANGSTROEM)
C -1.08625 -0.17203 3.03551
C 0.08200 -0.32001 0.96748
N -1.03925 -0.55867 1.63978
O -0.15624 -0.50558 -0.34300
C 0.93263 -0.06059 -1.12126
C 0.68733 1.08403 -2.04636
C 0.88726 -0.31653 -2.58355
H -0.06532 -0.22422 3.41699
H -1.44193 0.85943 3.13738
H -1.73251 -0.83337 3.61691
H -1.91515 -0.75409 1.15780
H 1.86972 -0.11543 -0.57808
H -0.32561 1.47582 -2.07208
H 1.47012 1.82607 -2.17303
H 0.01167 -0.82626 -2.97304
H 1.82154 -0.55857 -3.08144

Output
**Charge**: 0
**Highest occupied orbital energy**: -8.66 eV
**LUMO**: 0.043 Eh
**Molecular weight**: 99.133 g/mol
**Gap between HOMO and LUMO**: 9.836 eV